1.
Formula: C6H14N4
Source: the Open Molecules 2025 dataset
Level of theory: ωB97M-V with the def2-TZVPD basis set

Summary:
Kohn-Sham gap: 8.79 eV
energy above the lowest of the compared OMol25 structures with the same formula, charge and spin: 148.19 kcal/mol
total charge: +2
multiplicity: 1

The geometry in XYZ format:
```
24
Properties=species:S:1:pos:R:3:forces:R:3
C 3.05738 -0.76924 0.40241 -1.1900 -0.8118 -0.0568
C -2.89781 0.77661 -0.38672 0.1146 0.4308 0.3978
C -2.88763 -0.58600 0.30211 -3.8414 -1.8416 1.0357
C -1.40762 1.15711 -0.30942 0.8326 3.0346 -1.1184
C -1.48726 -1.09994 0.19614 -1.0216 0.5139 -4.9830
C 4.39350 1.27944 0.03336 -0.5647 2.8659 1.7635
N 3.73179 0.24596 0.13040 -0.5281 -1.0697 0.4678
N 1.77931 -0.99646 -0.16354 1.8366 1.0306 1.1634
N -0.70697 0.11657 0.38571 2.0793 -1.9619 2.8268
N 0.95297 -0.04745 -0.56445 -2.0831 -0.2817 -0.1103
H 3.44050 -1.62208 1.04446 -0.2492 1.2541 -0.7093
H -3.27656 0.72792 -1.41641 0.2803 -0.0310 0.3195
H -3.50171 1.52657 0.15608 0.2874 -0.4668 -0.2998
H -3.35110 -0.66239 1.36826 1.3379 0.7852 -1.4525
H -3.64416 -1.27905 -0.18934 1.2114 0.6343 0.2153
H -0.83390 1.25660 -1.27949 -1.0504 -0.1842 0.5251
H -1.22643 2.16060 0.14845 -0.1489 -0.9394 -0.0479
H -1.23877 -1.83698 0.83834 0.9225 -2.3678 2.1868
H -1.35124 -1.50783 -0.91456 -0.0591 0.8260 2.0184
H 4.04657 2.18951 0.74382 1.2582 -1.9571 -1.6929
H 5.21466 1.30889 -0.67140 0.1010 0.3913 -0.2177
H 1.55378 -1.94341 -0.06245 -1.0895 -1.7347 -0.2845
H -0.66099 0.07568 1.47978 0.5968 1.4198 -2.3195
H 0.30170 -0.47066 -1.27151 0.9675 0.4612 0.3724
```
Positions in Å, forces in eV/Å.

These are the natural (NBO) partial charges, in e, on atoms 1 to 5:
1. C 0.354
2. C -0.431
3. C -0.458
4. C -0.271
5. C -0.254

2.
Formula: C3H4N2S
Source: the Open Molecules 2025 dataset
Level of theory: ωB97M-V with the def2-TZVPD basis set

Summary:
Kohn-Sham gap (spin up / spin down): 7.12 / 7.58 eV
energy above the lowest of the compared OMol25 structures with the same formula, charge and spin: 142.30 kcal/mol
multiplicity: 1

The geometry in XYZ format:
```
10
Properties=species:S:1:pos:R:3:forces:R:3
C -0.36394 0.07765 -0.53172 -0.9117 0.8522 0.4883
C -0.31844 -1.10827 -0.96668 0.3108 0.3961 -0.0069
C -0.08695 2.30752 0.53921 -5.1835 0.0949 1.0506
N 0.96581 -3.34409 0.20702 -2.4862 4.3982 -1.8084
N -0.78366 1.17294 -0.17376 1.5934 0.6151 0.5103
S -0.23827 -2.65857 -1.15023 2.5576 -2.8501 2.5543
H -0.55636 2.32679 1.67136 1.6115 -0.1060 -2.7530
H 0.96503 2.34413 0.47503 1.0744 -0.1870 0.0072
H -0.63049 3.14981 0.00535 1.3560 -0.4178 0.9603
H 1.04727 -4.26790 -0.07558 0.0778 -2.7956 -1.0027
```
Positions in Å, forces in eV/Å.

These are the natural (NBO) partial charges, in e, on atoms 1 to 5:
1. C 0.359
2. C -0.515
3. C -0.430
4. N -0.591
5. N -0.389

3.
Formula: C3H6Cl2CsINO2
Source: the Open Molecules 2025 dataset
Level of theory: ωB97M-V with the def2-TZVPD basis set

Summary:
Kohn-Sham gap: 6.67 eV
total charge: -1
multiplicity: 1

The geometry in XYZ format:
```
16
Properties=species:S:1:pos:R:3:forces:R:3
Cs -0.93802 0.50990 -0.76245 0.0048 -0.0508 -0.2171
N 0.83070 1.09797 4.04022 0.0148 0.0273 0.0266
C 0.04844 2.18680 3.45948 0.0098 0.0229 -0.0425
C -0.07204 2.04118 1.93568 0.0860 0.0124 0.0342
O -1.09260 2.50733 1.38829 0.0422 -0.0308 0.0711
O 0.88878 1.46666 1.34488 -0.1073 0.0280 0.0970
H 1.28122 1.39355 4.89668 0.0179 -0.0100 -0.0241
H 1.55528 0.85782 3.37104 -0.0151 -0.0094 -0.0080
H 0.49491 3.17809 3.62727 -0.0278 -0.0044 -0.0060
H -0.95655 2.20792 3.88034 -0.0120 -0.0014 -0.0188
Cl 2.52364 -1.60014 -0.18164 -0.0381 0.0603 -0.0010
C 3.26241 -0.04446 0.25400 0.0375 -0.0522 0.0513
Cl 4.66299 -0.26978 1.32594 0.0161 0.0066 0.0070
H 2.51992 0.55433 0.77533 0.0049 -0.0109 -0.0467
H 3.61807 0.41892 -0.65752 -0.0206 0.0066 -0.0083
I -1.02664 0.05600 -4.42094 -0.0129 0.0057 0.0853
```
Positions in Å, forces in eV/Å.

These are the natural (NBO) partial charges, in e, on atoms 1 to 5:
1. Cs 0.959
2. N -0.848
3. C -0.331
4. C 0.768
5. O -0.781

4.
Formula: C25H50ClN6O4
Source: the Open Molecules 2025 dataset
Level of theory: ωB97M-V with the def2-TZVPD basis set

Summary:
Kohn-Sham gap: 8.07 eV
total charge: +5
multiplicity: 1

The geometry in XYZ format:
```
86
Properties=species:S:1:pos:R:3:forces:R:3
C -22.52136 -5.05505 -7.78260 -0.0402 0.0791 0.3490
C -23.01173 -6.49205 -7.78308 -0.6713 0.2547 -0.7175
C -22.69445 -7.34262 -6.58882 0.7387 0.5102 0.4137
O -23.03432 -8.65539 -6.90654 0.4413 -0.9279 -0.6036
C -22.81530 -9.49252 -5.78096 -1.3334 -0.2183 1.2667
N -24.51921 -6.57826 -7.99888 -0.7435 -0.0504 -0.1761
H -24.81434 -6.21218 -8.91762 0.1820 0.1880 0.3570
H -24.80020 -7.57693 -8.01662 0.1043 0.4939 0.3826
H -25.06626 -6.08144 -7.27248 0.2205 -0.2727 -0.3277
H -22.89771 -4.48176 -8.63452 -0.0310 -0.1382 0.0994
H -21.42987 -5.03678 -7.84876 -0.1394 -0.1590 -0.0115
H -22.79848 -4.53922 -6.85983 -0.0748 0.0333 -0.0703
H -22.67160 -6.99561 -8.68165 0.4917 -0.1520 -0.0568
H -23.22254 -7.04865 -5.66907 -0.0697 0.3330 -0.1764
H -21.61448 -7.24840 -6.38010 -0.1493 -0.0355 -0.0130
H -23.65628 -9.30028 -5.08884 0.2950 -0.2560 -0.0262
H -21.91673 -9.23379 -5.21991 0.3358 -0.0596 -0.3692
H -22.85840 -10.57052 -6.00197 0.1672 0.5664 -0.4171
C -14.87547 -5.09048 -8.61850 0.4244 0.3927 -0.8264
C -14.75306 -5.05098 -7.15505 0.4195 -1.5270 -0.1080
O -15.21600 -4.33507 -6.37025 -0.1777 0.5431 0.7763
N -14.00049 -6.38476 -6.52060 0.5056 -0.4292 0.1871
H -13.87816 -7.08348 -7.27352 -0.0777 0.3905 0.4552
H -13.04409 -6.13991 -6.20040 -0.4551 0.1550 -0.3518
C -14.75552 -6.93945 -5.33329 -0.7795 0.2311 -0.3390
H -15.68074 -5.77138 -8.90500 -0.0280 -0.0348 0.1293
H -13.99212 -5.32371 -9.23655 -0.0836 -0.1281 0.6857
H -15.15821 -4.07852 -8.87237 -0.2719 0.2260 -0.3292
H -14.24644 -7.69783 -4.73454 0.3664 0.0925 -0.6087
H -15.73751 -7.29496 -5.67491 0.3064 -0.0238 0.0310
H -14.94770 -6.10330 -4.68141 0.0296 0.3285 0.1959
C -20.06903 -4.86223 -2.58523 -0.4133 1.1251 -0.1481
C -19.89380 -4.01313 -3.82183 -0.7627 -1.8706 -0.0930
O -20.61638 -3.17840 -4.20511 -0.8842 1.1219 -0.0257
N -18.75382 -4.35040 -4.74594 1.7066 0.0360 0.8149
H -17.92316 -4.25099 -4.14106 -0.0138 -0.0575 -0.4460
H -18.72455 -5.38719 -5.07114 -0.3106 0.4821 0.2926
C -18.71220 -3.40148 -5.89166 -1.1462 -0.4335 -0.7115
H -21.03034 -4.53127 -2.16131 0.4126 -0.2440 -0.0345
H -19.28513 -4.53660 -1.91332 0.2475 -0.2841 0.5078
H -20.07702 -5.93900 -2.74091 0.2572 0.0745 -0.2703
H -17.84746 -3.58387 -6.52459 0.0787 0.0306 0.2908
H -18.82709 -2.35434 -5.58368 0.2874 -0.4996 0.0401
H -19.62704 -3.70028 -6.42997 0.4888 0.5730 -0.2037
C -17.76513 -7.91905 -1.61166 -0.1909 1.1434 -0.3477
C -16.64727 -8.82784 -1.78821 0.5461 -0.3380 -0.0246
O -15.82252 -8.79531 -2.64366 0.0389 -0.3269 -0.0254
N -16.46641 -9.84914 -0.70898 0.0451 -0.1904 0.6730
H -17.36503 -10.13638 -0.30294 0.0716 -0.4088 -0.5374
H -15.92815 -10.63432 -1.10219 -0.4154 0.0330 0.1905
C -15.70346 -9.33605 0.48633 0.4541 0.4698 1.1057
H -17.27825 -7.01436 -1.21613 -0.3414 0.0293 0.1428
H -18.58577 -8.21210 -0.95728 0.1484 -0.1162 -0.1210
H -18.06720 -7.66271 -2.63378 -0.3850 0.0127 0.1877
H -15.60049 -10.17770 1.17810 -0.0407 0.1818 -0.1070
H -16.22318 -8.50592 1.01520 0.0993 -0.6317 -0.6657
H -14.71384 -9.01290 0.18054 0.0115 0.0267 -0.1600
C -23.02602 -11.37950 -9.24911 -0.2169 0.6510 0.1166
N -21.58079 -11.47126 -8.90392 -1.5727 -0.7723 -0.1062
C -21.11303 -12.65814 -8.51417 0.3501 -0.4119 0.5327
C -19.84327 -12.81214 -7.97390 -0.7647 0.5927 -0.6720
C -19.04375 -11.67154 -7.94515 -1.0258 0.5127 -0.8730
C -19.54694 -10.46659 -8.48051 0.0004 0.4133 0.6245
C -20.85806 -10.37237 -8.90512 1.3846 0.0640 0.1880
C -17.65976 -11.74120 -7.51865 2.3522 1.2366 0.3027
C -16.77407 -12.59331 -8.23228 -0.9624 1.4804 1.8864
C -15.47485 -12.70159 -7.77313 -1.0275 -1.0601 -1.0159
N -15.03144 -12.00808 -6.73907 0.8152 -0.4556 -0.2836
C -15.77751 -11.05151 -6.16776 -0.8601 0.3158 -0.1615
C -17.10384 -10.82096 -6.55122 0.8794 -1.5271 -0.2426
C -13.65643 -12.30492 -6.23823 -0.0152 0.6486 1.1966
H -23.61003 -11.88807 -8.47549 0.1475 -0.1145 -0.3951
H -23.21232 -11.74372 -10.25782 0.0273 -0.2467 0.1364
H -23.28416 -10.31654 -9.20520 -0.0029 -0.2901 -0.0565
H -21.82236 -13.46041 -8.59959 -0.0431 -0.3606 0.0518
H -19.54905 -13.78949 -7.62618 0.1988 -0.0282 0.0703
H -18.96294 -9.54930 -8.48117 0.0975 -0.2966 0.0126
H -21.34772 -9.48025 -9.25364 0.1761 0.1907 0.0095
H -17.16167 -13.12067 -9.07410 0.1614 -0.5954 -0.3789
H -14.86897 -13.46970 -8.22007 0.6303 0.1015 0.0408
H -15.26868 -10.50540 -5.38210 -0.2248 0.0897 -0.0226
H -17.61156 -10.00654 -6.02584 -0.3317 -0.3720 -0.3890
H -12.99543 -11.45960 -6.47992 -0.1639 -0.4725 -0.0810
H -13.25823 -13.26426 -6.57461 -0.3142 0.2908 -0.3353
H -13.76614 -12.36832 -5.14621 0.2713 0.0052 -0.3092
Cl -18.65523 -7.34940 -5.47991 0.1421 0.0665 0.0289
```
Positions in Å, forces in eV/Å.

These are the Mulliken partial charges, in e, on atoms 1 to 5:
1. C -1.450
2. C 0.257
3. C -0.246
4. O -0.254
5. C -0.856

no.,F_max (eV Å⁻¹)
1,5.112
2,5.366
3,0.223
4,2.675